{
  "formula": "C24H32N3O5S2",
  "method": "the ωB97M-V functional and the def2-TZVPD basis",
  "elements": ["C", "C", "N", "C", "C", "C", "C", "N", "C", "O", "C", "C", "S", "O", "O", "C", "C", "C", "C", "C", "C", "C", "N", "C", "C", "C", "O", "C", "C", "O", "C", "C", "C", "S", "H", "H", "H", "H", "H", "H", "H", "H", "H", "H", "H", "H", "H", "H", "H", "H", "H", "H", "H", "H", "H", "H", "H", "H", "H", "H", "H", "H", "H", "H", "H", "H"],
  "positions_angstrom": [[-4.536, -2.416, -1.952], [-3.020, -2.517, -1.929], [-2.454, -2.611, -0.555], [-3.017, -3.730, 0.247], [-2.626, -5.114, -0.241], [-0.972, -2.617, -0.666], [-0.174, -2.677, 0.640], [0.049, -1.352, 1.211], [-1.015, -0.793, 1.854], [-2.008, -1.470, 2.059], [-0.983, 0.673, 2.227], [-2.387, 1.205, 1.997], [-2.833, 0.791, 0.265], [-1.622, 0.492, -0.467], [-3.784, -0.308, 0.250], [-3.618, 2.245, -0.413], [-2.844, 3.176, -1.080], [-3.448, 4.324, -1.566], [-4.807, 4.523, -1.374], [-5.571, 3.580, -0.704], [-4.974, 2.430, -0.215], [1.263, -0.764, 0.904], [1.942, -1.126, -0.123], [3.153, -0.505, -0.182], [4.106, -0.677, -1.189], [5.293, 0.020, -1.120], [6.293, -0.057, -2.024], [6.141, -0.917, -3.129], [5.549, 0.912, -0.032], [6.745, 1.531, -0.081], [7.095, 2.420, 0.954], [4.606, 1.085, 0.964], [3.418, 0.372, 0.881], [2.070, 0.387, 1.980], [-4.851, -2.112, -2.947], [-4.870, -1.662, -1.244], [-5.017, -3.364, -1.731], [-2.598, -1.615, -2.377], [-2.682, -3.381, -2.505], [-2.779, -1.746, -0.064], [-4.101, -3.619, 0.229], [-2.705, -3.578, 1.280], [-1.557, -5.290, -0.162], [-3.127, -5.850, 0.382], [-2.939, -5.286, -1.267], [-0.695, -3.470, -1.287], [-0.676, -1.699, -1.180], [-0.662, -3.291, 1.398], [0.809, -3.090, 0.413], [-0.282, 1.213, 1.593], [-0.686, 0.791, 3.271], [-2.447, 2.283, 2.103], [-3.121, 0.707, 2.625], [-1.792, 2.983, -1.222], [-2.860, 5.059, -2.093], [-5.275, 5.419, -1.753], [-6.628, 3.739, -0.561], [-5.541, 1.672, 0.303], [3.884, -1.355, -1.994], [5.289, -0.626, -3.750], [6.025, -1.958, -2.812], [7.059, -0.816, -3.705], [8.091, 2.781, 0.702], [6.405, 3.267, 1.006], [7.128, 1.913, 1.923], [4.776, 1.748, 1.795]],
  "atomic_forces_ev_per_a": [[0.124, -0.046, 0.112], [-0.446, 0.076, -0.567], [-0.158, 0.388, 0.250], [-0.186, -0.613, 0.378], [-0.054, 0.246, -0.029], [0.771, 0.052, 0.106], [-0.211, -0.267, 0.028], [-0.287, -0.485, 0.143], [0.529, -0.098, 0.219], [-0.133, 0.067, 0.199], [-0.072, -0.027, -0.175], [-0.119, -0.102, -0.513], [-0.496, 0.162, -0.270], [0.304, 0.544, 0.002], [-0.531, 0.527, 0.287], [0.290, -0.447, 0.359], [0.217, 0.008, -0.050], [0.024, -0.051, 0.024], [0.010, -0.016, 0.002], [0.026, -0.052, 0.032], [-0.164, -0.104, 0.076], [0.869, 0.783, 0.219], [-0.890, -0.462, -0.167], [0.702, 0.826, 0.733], [0.164, 0.049, -0.047], [0.029, 0.045, 0.035], [-0.022, 0.201, 0.300], [-0.032, -0.155, -0.193], [-0.100, -0.031, 0.013], [-0.084, -0.219, -0.234], [0.053, 0.155, 0.186], [0.350, 0.166, -0.102], [-0.345, -0.471, -0.384], [0.078, -0.396, -0.443], [0.003, 0.010, -0.087], [-0.120, 0.004, -0.023], [-0.067, -0.080, 0.016], [0.131, -0.101, 0.110], [0.116, 0.095, 0.099], [0.254, -0.358, -0.193], [0.082, 0.104, 0.001], [-0.020, 0.112, -0.172], [0.111, -0.056, -0.007], [-0.031, -0.045, 0.047], [-0.004, -0.076, -0.125], [-0.110, 0.073, -0.001], [-0.146, -0.183, -0.075], [0.112, -0.019, -0.110], [-0.215, 0.008, 0.010], [-0.052, -0.022, 0.156], [-0.056, 0.032, -0.017], [-0.008, 0.087, 0.011], [-0.112, 0.027, -0.046], [0.145, 0.059, -0.067], [0.057, 0.051, -0.053], [-0.044, 0.082, -0.034], [-0.095, 0.002, 0.012], [-0.159, -0.046, 0.052], [0.044, -0.078, -0.151], [0.019, -0.007, 0.032], [-0.007, 0.037, 0.001], [-0.091, -0.044, 0.008], [-0.080, 0.001, 0.063], [0.006, -0.037, -0.007], [-0.015, 0.003, -0.034], [0.139, 0.111, 0.055]],
  "mulliken_charge": [-1.373, -0.332, 0.679, -0.394, -1.261, -1.094, -1.084, 0.445, 0.439, -0.552, -0.859, -1.050, 1.509, -0.681, -0.860, 0.154, -0.280, -0.787, -0.395, -0.766, -0.445, 0.451, -0.386, -1.562, -0.431, 0.959, -0.420, -0.904, 0.903, -0.409, -0.906, -0.517, 0.431, -0.301, 0.425, 0.319, 0.348, 0.420, 0.578, -0.401, 0.613, 0.420, 0.295, 0.436, 0.324, 0.582, 0.594, 0.563, 0.426, 0.696, 0.332, 0.599, 0.474, 0.499, 0.419, 0.407, 0.413, 0.442, 0.509, 0.356, 0.358, 0.234, 0.233, 0.359, 0.362, 0.441],
  "total_charge": 1,
  "e_above_lowest_kcal_mol": 0.72,
  "homo_energy_ha": -0.36301,
  "lumo_energy_ha": -0.0732
}

{
  "formula": "C24H32N4O6S",
  "method": "the ωB97M-V functional and the def2-TZVPD basis",
  "elements": ["C", "C", "O", "C", "O", "N", "C", "C", "N", "C", "O", "C", "C", "N", "C", "C", "C", "C", "C", "S", "O", "O", "N", "C", "C", "C", "C", "C", "C", "C", "C", "C", "O", "C", "C", "H", "H", "H", "H", "H", "H", "H", "H", "H", "H", "H", "H", "H", "H", "H", "H", "H", "H", "H", "H", "H", "H", "H", "H", "H", "H", "H", "H", "H", "H", "H", "H"],
  "positions_angstrom": [[-2.702, -1.526, 6.925], [-2.643, -0.042, 7.256], [-2.581, 0.757, 6.075], [-3.764, 0.994, 5.464], [-4.832, 0.611, 5.880], [-3.617, 1.763, 4.356], [-2.349, 2.091, 3.753], [-2.146, 1.287, 2.459], [-3.274, 1.490, 1.583], [-3.240, 2.017, 0.343], [-4.247, 2.388, -0.242], [-1.908, 2.117, -0.332], [-1.672, 3.227, -1.075], [-0.575, 3.428, -1.837], [-0.438, 4.656, -2.585], [0.399, 2.457, -1.894], [1.576, 2.638, -2.639], [2.536, 1.653, -2.672], [2.353, 0.475, -1.962], [3.636, -0.771, -2.049], [3.441, -1.708, -0.979], [4.904, -0.105, -2.142], [3.290, -1.409, -3.561], [4.437, -1.885, -4.309], [4.892, -3.262, -3.830], [3.738, -4.263, -3.922], [4.166, -5.640, -3.425], [2.558, -3.731, -3.105], [2.171, -2.328, -3.573], [1.211, 0.273, -1.229], [0.215, 1.252, -1.188], [-1.001, 0.980, -0.397], [-1.206, -0.104, 0.127], [-4.552, 1.175, 2.190], [-4.746, 1.978, 3.477], [-2.675, -2.105, 7.843], [-3.626, -1.748, 6.395], [-1.857, -1.808, 6.301], [-3.522, 0.251, 7.838], [-1.732, 0.204, 7.806], [-2.351, 3.162, 3.517], [-1.546, 1.879, 4.457], [-2.056, 0.220, 2.692], [-1.228, 1.616, 1.977], [-2.407, 4.021, -1.073], [-0.338, 4.446, -3.652], [0.435, 5.219, -2.249], [-1.325, 5.267, -2.436], [1.742, 3.550, -3.187], [3.450, 1.779, -3.230], [5.227, -1.146, -4.171], [4.153, -1.917, -5.366], [5.216, -3.176, -2.791], [5.738, -3.598, -4.432], [3.431, -4.346, -4.972], [3.344, -6.348, -3.504], [4.473, -5.585, -2.383], [5.002, -6.016, -4.011], [2.841, -3.678, -2.053], [1.697, -4.394, -3.202], [1.398, -1.907, -2.927], [1.787, -2.361, -4.599], [1.070, -0.635, -0.663], [-4.574, 0.104, 2.423], [-5.333, 1.410, 1.466], [-4.813, 3.046, 3.246], [-5.650, 1.659, 3.998]],
  "atomic_forces_ev_per_a": [[-0.010, 0.414, -0.077], [-0.178, -0.352, 0.359], [0.007, 0.111, -0.289], [0.133, 0.235, 0.068], [-0.265, -0.295, 0.241], [0.101, 0.084, -0.031], [0.367, -0.155, -0.169], [0.303, 0.159, 0.311], [-0.115, -0.056, 0.151], [0.175, 0.041, -0.118], [-0.215, 0.171, -0.208], [0.019, -0.096, -0.032], [-0.190, -0.233, 0.308], [-0.208, 0.006, 0.100], [0.121, 0.332, -0.222], [0.269, -0.627, 0.173], [0.078, 0.005, -0.048], [-0.062, 0.194, -0.041], [0.236, -0.493, 0.139], [-0.388, 0.403, -0.297], [-0.289, 0.013, -0.086], [0.015, 0.080, -0.244], [0.262, 0.574, 0.812], [0.744, -0.058, 0.001], [-0.266, 0.044, -0.339], [0.122, -0.100, 0.338], [-0.118, 0.226, -0.221], [0.013, 0.072, -0.312], [-0.480, -0.360, 0.261], [0.047, -0.027, 0.047], [0.200, 0.093, -0.147], [-0.039, 0.231, -0.115], [0.033, -0.031, -0.001], [-0.404, 0.211, 0.033], [-0.273, -0.247, -0.091], [0.011, -0.103, 0.099], [-0.054, -0.057, -0.013], [0.085, -0.067, -0.021], [0.199, 0.000, -0.042], [-0.127, 0.004, -0.051], [0.065, -0.052, 0.003], [-0.043, 0.085, -0.112], [0.065, 0.066, -0.014], [-0.073, -0.059, 0.051], [-0.014, 0.027, -0.082], [0.003, 0.032, 0.027], [-0.032, 0.002, -0.038], [0.040, -0.064, 0.016], [0.014, 0.089, -0.051], [0.084, 0.141, -0.124], [0.027, -0.094, -0.244], [-0.015, 0.048, 0.070], [0.107, -0.071, 0.053], [0.068, -0.017, 0.027], [0.005, 0.026, -0.014], [-0.061, -0.129, 0.024], [0.048, -0.017, 0.147], [0.103, -0.095, -0.029], [-0.047, -0.112, 0.000], [-0.039, -0.033, 0.028], [-0.181, -0.092, -0.143], [-0.016, 0.065, 0.088], [-0.076, -0.079, 0.066], [-0.016, 0.028, 0.012], [0.079, -0.085, 0.121], [-0.025, -0.048, -0.021], [0.077, 0.093, -0.092]],
  "mulliken_charge": [-1.111, -0.284, -0.402, 0.830, -0.656, 0.161, -1.191, -0.210, 0.101, 0.079, -0.700, -0.263, 0.410, 0.099, -1.179, 0.350, -0.743, -1.297, -0.434, 1.528, -0.688, -0.791, 0.147, -1.097, -0.567, 0.521, -1.666, -0.724, -0.892, -0.134, 0.187, 1.017, -0.736, -0.817, -0.920, 0.383, 0.309, 0.285, 0.332, 0.305, 0.268, 0.419, 0.104, 0.544, 0.369, 0.384, 0.363, 0.317, 0.447, 0.509, 0.484, 0.419, 0.258, 0.432, 0.209, 0.411, 0.358, 0.412, 0.264, 0.464, 0.301, 0.459, 0.712, 0.286, 0.505, 0.293, 0.470],
  "e_above_lowest_kcal_mol": 1.95,
  "homo_energy_ha": -0.32088,
  "lumo_energy_ha": -0.0022
}